# C42H54F36N10O24S12

C42H54F36N10O24S12 as an isolated structure in a non-equilibrium geometry (ωB97M-V/def2-TZVPD, the OMol25 dataset).

## Properties
- LUMO energy (eV) = 0.16
- gap between HOMO and LUMO (Ha) = 0.1814
- molecular weight (g mol⁻¹) = 2151.7
- energy above the lowest of the compared OMol25 structures with the same formula, charge and spin (kcal/mol) = 28.69
- HOMO energy (eV) = -4.8
- 2S+1 = 1
- net charge = -2
- E (eV) = -336310.5047

The geometry in XYZ format:
```
178
Properties=species:S:1:pos:R:3:forces:R:3:lowdin_charge:R:1
C 4.11035 -4.53552 6.17840 0.1204 -1.0259 0.0264 -0.062
C 3.47747 -5.80354 5.51384 -1.3486 1.0717 0.1074 -0.233
C 4.43754 -6.56895 4.67071 1.5277 -1.6249 1.3037 -0.127
N 3.93559 -7.96829 4.15108 1.1474 1.1087 0.1419 -0.215
C 3.34962 -8.84397 5.27613 0.1750 -0.9128 -0.4338 -0.081
C 3.10394 -10.28460 4.75206 -0.8836 -0.1418 -0.3252 -0.178
C 4.34327 -10.95897 4.16892 -1.0066 1.3072 0.1554 -0.193
C 4.80570 -10.12107 2.98543 0.8721 -0.2576 0.8856 -0.172
C 5.15372 -8.68409 3.42315 -1.0548 -0.3044 0.6424 -0.051
C 2.95520 -7.69060 3.08207 -0.6495 -0.2759 -0.0936 -0.003
H 4.43075 -3.82911 5.41260 0.0396 0.0864 0.2695 0.077
H 4.93367 -4.84408 6.82262 0.6416 -0.1506 -0.4814 0.070
H 3.51573 -4.04832 6.95117 -0.7937 0.0624 -0.6811 0.079
H 2.62753 -5.53200 4.88776 -0.1857 0.3846 0.1491 0.109
H 3.07429 -6.45659 6.28782 0.0931 0.0373 0.1328 0.099
H 5.22602 -6.80980 5.38373 0.3879 -0.4760 -0.0878 0.121
H 4.97684 -6.00723 3.90799 -0.7008 -0.1944 -0.5862 0.149
H 3.99405 -8.91808 6.15208 0.7733 0.3594 -0.3751 0.132
H 2.45839 -8.38596 5.70513 -0.1868 0.0833 -0.7052 0.124
H 2.65825 -10.95484 5.48707 0.1151 0.4721 0.6419 0.116
H 2.32289 -10.27157 3.99187 -0.0390 0.2025 -0.2089 0.109
H 5.05891 -10.93058 4.99059 0.5230 -0.5087 -0.2364 0.115
H 4.11435 -11.96373 3.81375 0.1050 -0.0600 0.3862 0.121
H 5.71997 -10.63942 2.69640 0.2938 0.5922 -0.5936 0.124
H 4.11414 -10.18116 2.14507 0.0643 0.2768 0.0635 0.103
H 5.92387 -8.66437 4.19423 0.1857 -0.1396 -0.1923 0.128
H 5.42886 -8.09469 2.54850 -0.1649 0.2643 0.2354 0.129
H 3.45623 -7.06477 2.34354 -0.1801 -0.3555 -0.1655 0.094
H 2.08067 -7.15068 3.44508 0.1026 -0.1243 0.2381 0.115
H 2.66372 -8.67330 2.71133 -0.1301 0.5578 -0.5428 0.094
C 2.80473 -2.08149 2.70182 -0.7891 -0.6715 0.2273 -0.063
C 1.32738 -2.31971 2.22815 0.3530 0.9889 -0.5127 -0.193
C 1.01084 -1.31023 1.10973 -0.4522 -0.1573 0.2467 -0.101
N -0.43120 -1.22376 0.55444 0.5976 0.4330 0.2463 -0.203
C -1.41679 -0.64930 1.60822 -1.3312 0.2859 -1.5425 -0.078
C -1.40754 0.86356 1.77371 2.6536 0.2666 0.4831 -0.165
C -1.38158 1.71025 0.50874 -0.5879 -1.1397 -1.9387 -0.134
C -0.39799 1.18852 -0.62975 -0.0580 -0.0285 1.9995 -0.123
C -0.32803 -0.34687 -0.75219 -1.0884 0.1673 0.2529 -0.066
C -0.95317 -2.59460 0.14692 0.5923 1.1625 -0.0988 0.033
H 3.57951 -2.31515 1.97159 -0.2938 -0.0878 -0.3475 0.074
H 2.91235 -2.80012 3.51429 0.3525 0.0727 0.2222 0.051
H 3.02037 -1.08957 3.09894 -0.4228 0.0685 -0.0117 0.065
H 0.65194 -2.17311 3.07100 0.0899 0.0272 0.1482 0.102
H 1.22125 -3.33538 1.84704 0.0788 0.0277 0.0914 0.066
H 1.63718 -1.56845 0.25585 -0.0327 0.2142 -0.0629 0.120
H 1.21953 -0.29799 1.45600 0.1878 0.0403 -0.1018 0.131
H -1.36480 -1.18496 2.55610 0.6966 0.0817 -0.0916 0.131
H -2.41399 -0.88013 1.23352 -0.0136 -0.4331 -0.4272 0.124
H -0.46715 1.03514 2.29747 -0.1374 0.5787 0.6055 0.097
H -2.24240 1.17185 2.40305 0.2085 -0.2086 0.1421 0.123
H -1.18737 2.77635 0.62626 0.1091 -0.1738 0.6413 0.113
H -2.41944 1.63034 0.18542 -0.0389 0.2356 -0.8124 0.081
H 0.59475 1.58195 -0.41112 0.2316 -0.1633 0.4390 0.084
H -0.56606 1.60950 -1.62102 -0.7160 -0.2658 0.0422 0.084
H 0.60389 -0.58519 -1.26486 -0.1610 -0.5050 0.1944 0.116
H -1.18170 -0.69317 -1.33480 0.1065 0.0419 -0.1518 0.115
H -1.00891 -3.19122 1.05744 -0.1365 -0.1084 -0.3180 0.107
H -0.26712 -3.00165 -0.59587 0.1114 -0.1833 0.2508 0.099
H -1.90351 -2.42401 -0.35891 -0.1152 -0.2269 0.3360 0.103
C 1.15166 3.82502 -2.60516 -0.0367 -0.1505 -0.4511 0.024
N -0.09397 4.65343 -2.67602 -0.0192 -0.8924 0.4885 -0.024
C -0.20525 5.61835 -1.75398 -0.5290 1.1558 -0.5660 0.012
C -1.23926 6.54629 -1.80924 -1.5243 -1.1814 0.2098 0.062
C -2.28974 6.38353 -2.75206 2.1541 -0.9016 -1.6587 -0.107
C -2.13596 5.31673 -3.68297 0.2406 -0.1547 0.9901 0.065
C -1.05574 4.41875 -3.59630 -0.3358 1.5140 0.4043 0.036
C -3.42242 7.32021 -2.94509 -0.1146 -0.9383 -1.1780 -0.127
C -4.08780 7.69048 -1.81860 -2.6787 2.1361 0.4572 0.041
C -5.28166 8.45845 -1.93454 1.0580 -0.4966 -1.5552 0.068
N -5.82071 8.75151 -3.17805 1.3343 -0.4583 2.7655 -0.082
C -5.15672 8.39342 -4.29800 0.9972 -0.5709 0.5764 -0.002
C -3.95113 7.69859 -4.22747 -0.8647 0.3626 0.8835 0.072
C -7.05733 9.50171 -3.29967 -0.8130 0.7523 -0.6672 0.001
H 1.84156 4.35527 -3.26165 0.2719 -0.3610 0.1328 0.109
H 0.98215 2.81294 -2.97266 -0.2367 0.5182 -0.1045 0.053
H 1.53892 3.75664 -1.58857 -0.2333 0.4577 -0.0516 0.066
H 0.59580 5.72354 -1.03727 0.0762 -0.3063 0.1660 0.109
H -1.38385 7.17448 -0.94271 0.3619 0.5301 -0.2111 0.126
H -2.92261 5.10461 -4.39191 -0.0117 -0.0410 -0.0984 0.126
H -0.90144 3.60046 -4.28404 0.0601 -0.1410 0.0105 0.123
H -3.77757 7.48237 -0.80527 0.1696 -0.3043 -0.1216 0.142
H -5.71234 8.91302 -1.05461 -0.5280 -0.2656 -0.1859 0.144
H -5.61174 8.71820 -5.22205 0.0629 -0.2057 -0.0789 0.143
H -3.51009 7.48475 -5.18984 0.4024 -0.3086 0.2482 0.132
H -7.89351 8.85040 -3.55404 0.2428 -0.1493 -0.2446 0.102
H -6.86938 10.24501 -4.07445 -0.3565 -0.1372 -0.1838 0.100
H -7.40782 10.08280 -2.44669 0.7727 -0.4050 0.4754 0.105
C -2.92231 0.79118 -4.28400 -1.8137 -3.1062 -1.2843 -0.652
F -3.24783 2.02751 -4.04869 0.4724 1.0162 0.7479 0.156
F -1.93923 0.70719 -5.17587 0.1697 0.3906 0.6974 0.137
F -2.64347 0.08598 -3.17011 0.3787 1.1977 -0.5627 0.111
S -4.46156 -0.03766 -5.16160 -1.6464 -0.0114 -1.7512 0.740
O -5.07646 1.09446 -5.90028 0.8755 -1.6349 2.0605 -0.353
O -4.00789 -1.12242 -6.05707 -0.4415 1.7779 2.1376 -0.325
N -5.48095 -0.55781 -3.86281 1.6772 6.9619 -3.3439 -0.320
S -5.26545 -1.96247 -3.52241 0.7218 -6.7138 1.5139 0.506
O -6.24127 -2.79010 -4.24002 0.7029 -0.0774 1.5115 -0.343
O -3.86881 -2.43585 -3.54485 -1.4831 0.2341 0.6521 -0.364
C -5.71750 -1.96000 -1.51547 -0.1277 2.1796 -4.2930 -0.656
F -6.94460 -1.44763 -1.33106 0.1691 0.3551 0.2896 0.107
F -5.74460 -3.16295 -1.07530 0.6108 -1.9534 1.2372 0.168
F -4.80189 -1.18241 -0.92457 -0.3026 -0.6349 0.4850 0.099
C 2.41659 -4.50007 -1.97805 -0.2534 -1.0621 -1.2979 -0.598
F 2.65648 -3.23544 -1.68593 0.1547 -0.0874 0.4482 0.145
F 1.15383 -4.55429 -2.50082 1.1570 -0.3746 1.1780 0.113
F 3.25312 -4.90096 -2.95654 -0.4086 0.2569 0.7804 0.122
S 2.77718 -5.62672 -0.41259 -1.9635 2.4977 1.3519 0.690
O 4.13691 -5.24837 -0.01398 -1.1437 -1.5662 -1.2457 -0.311
O 1.82836 -5.16480 0.61427 0.2849 -1.0859 -1.5550 -0.353
N 2.30626 -7.19367 -0.94733 -0.4554 4.4248 1.4061 -0.269
S 3.60699 -7.96857 -0.91584 4.6595 -4.1798 -2.8839 0.524
O 4.70901 -7.48950 -1.75303 -0.9899 0.1335 1.1809 -0.311
O 4.01104 -8.55981 0.35298 -0.4543 0.3038 0.1655 -0.334
C 3.09105 -9.42934 -2.02265 1.6256 1.8143 0.6962 -0.752
F 2.85861 -8.95324 -3.21779 -0.6471 0.4669 -1.1453 0.156
F 4.07003 -10.31576 -2.16159 0.6901 -0.4235 0.4328 0.135
F 2.05469 -10.03045 -1.55832 -2.1652 -1.2994 0.7764 0.171
C -6.04303 2.70510 0.89484 1.0720 0.8966 -0.0364 -0.635
F -6.54281 1.50623 0.92762 -0.6479 -0.7353 0.1045 0.168
F -7.01917 3.62013 0.99249 0.6066 -0.4351 0.6454 0.118
F -5.15146 2.79689 1.94261 -1.0779 0.4070 -1.3188 0.104
S -5.18057 2.91842 -0.78302 -0.2737 -4.0161 -0.8021 0.673
O -4.17268 3.91725 -0.68031 -0.0899 1.4854 0.1538 -0.299
O -4.63519 1.60389 -1.09162 -1.3059 1.3123 0.3791 -0.297
N -6.59450 3.19607 -1.75546 2.2816 -3.7772 2.8186 -0.257
S -6.46560 4.61711 -2.13803 -0.4028 5.6640 -2.5332 0.498
O -6.43997 5.58285 -1.04584 -0.1763 0.4164 -0.1417 -0.354
O -5.45905 4.88250 -3.17554 -0.8277 0.2639 0.2944 -0.330
C -8.19878 4.99458 -2.96271 4.3801 -0.5275 1.5953 -0.722
F -9.11014 5.07683 -2.05111 -1.5745 0.0861 0.8120 0.177
F -8.06030 6.19026 -3.54982 -0.4210 0.4600 -0.6586 0.100
F -8.41973 4.04887 -3.80776 -1.1112 -0.6788 -1.4879 0.190
C 2.97794 0.23262 7.32779 -0.1226 0.2940 -0.3747 -0.621
F 3.74664 -0.87314 7.10235 -0.4872 1.2316 -0.4679 0.094
F 2.48835 0.06486 8.54114 -0.1779 0.3302 0.4500 0.129
F 3.73210 1.35867 7.28330 -0.5435 -1.3594 0.0487 0.119
S 1.53520 0.36971 6.05275 -0.9124 -1.6085 -1.5330 0.730
O 2.15499 0.84256 4.80357 -0.6405 -0.2417 2.4623 -0.322
O 0.97421 -1.00332 5.92205 1.1224 2.3696 1.1914 -0.356
N 0.38942 1.47916 6.88158 3.7022 -2.9103 0.0129 -0.294
S -0.41994 1.96681 5.67355 -1.7888 2.0698 -4.3821 0.535
O 0.28479 2.92220 4.79228 -1.6394 -1.0043 1.7303 -0.327
O -1.13118 0.90183 4.92977 0.4004 1.4263 1.3266 -0.349
C -1.77252 2.97916 6.64362 1.6464 0.7755 -0.9117 -0.631
F -2.38746 2.21465 7.51336 -0.3476 -0.1500 0.5391 0.140
F -1.18333 4.04341 7.28674 -0.5681 -1.1426 -0.3498 0.080
F -2.67375 3.50459 5.79967 0.2872 -0.3821 0.1736 0.116
C 0.92460 5.25629 -6.80197 1.1021 -1.5731 0.5024 -0.708
F -0.29383 4.96753 -6.39928 -1.2710 0.5798 0.3743 0.127
F 0.87226 5.92871 -7.92972 0.0852 -0.0624 -0.3782 0.171
F 1.56708 5.98789 -5.90009 -0.2257 0.5400 0.4638 0.132
S 1.80331 3.59806 -6.90893 1.7719 -0.9953 -1.5385 0.655
O 1.40561 3.01601 -8.17581 -1.2323 0.5306 1.1165 -0.294
O 3.22702 3.82501 -6.90917 -0.6965 1.2419 1.0879 -0.299
N 1.25252 2.79141 -5.48765 -0.0822 2.8445 -2.2348 -0.296
S 1.75027 1.35846 -5.80285 0.8648 -5.6386 -1.5126 0.560
O 0.90775 0.52833 -6.70358 1.1003 1.7791 2.2462 -0.311
O 3.17633 1.27581 -6.08896 -0.9836 -0.0214 0.5401 -0.316
C 1.60307 0.48952 -4.09343 -0.2082 0.8789 -1.7932 -0.640
F 2.47871 0.93389 -3.19918 -0.0289 0.0831 0.1831 0.131
F 0.35451 0.75421 -3.64363 0.2278 -0.6257 0.4140 0.078
F 1.80130 -0.81409 -4.26053 -0.4169 0.3662 0.2656 0.152
C 4.02968 2.28430 0.27585 0.3274 0.7948 0.5022 -0.641
F 3.98906 1.11346 0.88946 -0.3611 -0.3447 0.5147 0.135
F 5.32014 2.62709 0.21153 -0.7737 -0.0030 -0.4807 0.131
F 3.48449 2.10158 -0.93003 0.2685 0.5398 0.0746 0.121
S 3.03367 3.57426 1.35029 -1.0353 -0.1430 0.9370 0.734
O 1.84579 2.81127 1.74528 1.4316 1.2660 -1.2937 -0.317
O 3.95536 3.99255 2.40915 -1.3460 -0.6994 -2.0830 -0.297
N 2.54835 4.89812 0.21913 -0.7627 -4.0614 1.8260 -0.319
S 3.72410 5.86587 0.32784 3.6526 4.4179 1.4599 0.571
O 3.73726 6.64644 1.61346 0.2502 -1.3717 -3.1010 -0.353
O 5.00190 5.33186 -0.19888 -1.8416 1.0147 0.8067 -0.336
C 3.25546 7.24464 -0.99426 0.2350 -2.2385 2.5758 -0.653
F 2.89829 6.62690 -2.10469 -0.1914 0.2754 -1.0679 0.121
F 2.19957 7.96084 -0.54222 0.6537 0.2256 -0.5591 0.097
F 4.33900 7.98448 -1.18011 -0.6904 0.3686 -0.2483 0.143
```
Forces are in eV/Å.